P.
10
Properties=species:S:1:pos:R:3:nbo_charge:R:1 method="wB97M-V/def2-TZVPD" smiles="O=CCOC=O" mol_weight_g_mol=88.06 lumo_energy_ev=0.30 multiplicity=1 total_charge=0 gap_ev=10.71
O -0.57087 0.86335 -0.12179 -0.503
O 2.74641 -0.44562 -0.25499 -0.482
O -1.85647 -1.00418 -0.09063 -0.559
C 1.75133 0.15990 0.12825 0.406
C -1.75496 0.18615 -0.07203 0.622
C 0.37174 -0.32203 0.21416 -0.203
H -2.45550 0.96242 -0.42944 0.137
H 0.26941 -1.13531 -0.55117 0.241
H -0.10938 -0.55405 1.07913 0.228
H 1.60828 1.28937 0.09851 0.113

***

Q.
10
Properties=species:S:1:pos:R:3:nbo_charge:R:1 method="wB97M-V/def2-TZVPD" mol_weight_g_mol=88.06 lumo_energy_ev=0.73 multiplicity=1 total_charge=0 gap_ev=10.32
O 1.06022 0.64687 0.68407 -0.489
O 1.77202 -1.50107 0.26724 -0.574
O -0.69814 -1.04520 0.49400 -0.660
C 1.02735 -0.58165 0.14636 0.867
C -0.10666 1.18105 0.02551 -0.118
C -0.45596 -0.10720 -0.65403 -0.139
H -0.80992 1.53656 0.78223 0.199
H 0.18201 1.99048 -0.65371 0.204
H -1.38904 -0.10934 -1.26585 0.216
H -0.54330 -1.92615 0.11118 0.494

***

R.
10
Properties=species:S:1:pos:R:3:nbo_charge:R:1 method="wB97M-V/def2-TZVPD" mol_weight_g_mol=88.06 lumo_energy_ev=0.30 multiplicity=1 total_charge=0 gap_ev=9.64
O 1.72997 -0.57569 -0.31095 -0.496
O -0.19171 -0.74578 -1.51432 -0.562
O -0.19245 -0.07351 0.64846 -0.485
C -1.60095 0.18569 0.57539 -0.259
C 0.34516 -0.46891 -0.48694 0.997
C 2.32638 0.60027 -0.37289 0.119
H 3.39465 0.31497 -0.24541 0.079
H -2.12723 -0.69595 0.20522 0.202
H -1.90067 0.42750 1.59358 0.204
H -1.78314 1.03141 -0.09213 0.201

***

S.
10
Properties=species:S:1:pos:R:3:nbo_charge:R:1 method="wB97M-V/def2-TZVPD" smiles="O=C1COCO1" mol_weight_g_mol=88.06 lumo_energy_ev=0.69 multiplicity=1 total_charge=0 gap_ev=11.23
O -0.40672 -1.27372 -0.05143 -0.499
O -2.36100 -0.24327 -0.22343 -0.534
O 1.00936 0.57007 -0.42368 -0.536
C -1.16034 -0.11111 -0.16408 0.747
C 0.97593 -0.89959 -0.07208 0.210
C -0.24808 1.13195 0.06114 -0.191
H -0.19447 1.49376 1.28666 0.212
H -0.51605 2.01555 -0.62325 0.240
H 1.54183 -1.58978 -0.76328 0.193
H 1.35954 -1.09387 0.97342 0.159

***

Verdict on stability: Q comes out at the bottom.